Density functional theory data (wB97M-V/def2-TZVPD) for a structure of composition C3H2Cl2O2 at a distorted geometry.

The calculation puts the largest force on an atom at 5.901 eV/Å. Its total energy is -32281.18330 eV. The energy above the lowest of the compared OMol25 structures with the same formula, charge and spin is 49.7 kcal per mole. As for the charge: 0. The HOMO energy is -10.49 eV. The value obtained for the orbital gap is 10.713 eV.

Atoms and positions in Å:
C -0.341 -0.216 -1.198
C -0.970 -0.333 0.191
C 0.815 0.437 0.471
O -0.673 -0.556 -2.314
O 0.919 0.382 -0.894
Cl 0.986 2.069 1.216
Cl 1.855 -0.655 1.368
H -1.662 0.237 0.712
H -0.929 -1.366 0.447